The following is a quantum chemistry calculation of a molecular structure, C44H41N5OsP2 in a non-equilibrium geometry, from OMol25.

Element x y z (Å)
H: 0.55 1.76 -5.64
P: 1.24 -1.30 0.28
C: -0.60 3.51 -1.40
H: -1.64 1.69 -6.78
C: -1.42 0.87 -3.02
H: -2.36 3.60 3.65
C: 5.05 -2.90 -1.71
C: -2.73 0.87 -0.35
C: -3.38 -3.59 -0.63
C: -2.72 -4.66 1.87
H: -3.55 0.51 -3.15
C: 1.20 5.45 -0.96
H: -0.93 -3.50 1.78
C: -0.35 1.50 -5.08
C: -2.66 0.80 -3.68
C: 3.40 0.69 1.37
N: 2.71 3.89 -0.08
C: 2.82 -1.82 -0.46
C: 0.02 5.79 -1.56
H: 5.17 0.03 2.32
Os: 0.71 1.08 -0.03
C: 0.17 -2.60 -0.58
C: -4.10 0.47 1.59
H: -3.68 1.07 -5.54
H: -5.13 -4.79 -0.54
C: -3.92 -5.02 1.22
H: -2.50 -5.06 2.85
H: -1.24 -1.68 -2.59
H: 1.30 -3.14 5.66
C: 5.36 2.03 1.50
H: 0.54 -2.63 -1.60
H: 0.70 0.02 2.84
C: 4.69 0.83 1.79
C: -4.96 1.49 1.19
H: -3.60 -3.23 -1.63
C: 0.98 -1.46 4.37
H: 5.75 -3.35 0.27
H: -2.77 -1.46 -1.70
C: 1.56 -3.67 3.60
C: -2.15 -3.24 0.00
H: 2.17 -1.30 -2.46
H: 1.79 -4.70 3.81
C: 3.86 -2.35 0.30
C: -4.23 -4.48 -0.03
H: -3.37 2.49 -1.63
H: 1.95 6.20 -0.76
C: 3.32 2.81 0.48
C: -2.73 1.11 -5.03
H: 1.80 -3.92 1.50
N: -1.26 -2.41 -0.63
C: 1.54 -3.23 2.29
C: 1.28 -2.79 4.64
H: 0.78 -0.78 5.18
H: 3.82 -2.34 1.39
C: 4.65 3.01 0.86
N: 2.68 1.63 0.69
H: -4.32 -0.09 2.49
C: -4.69 2.21 0.04
C: 0.94 -1.02 3.05
H: -1.85 4.97 -2.29
C: -1.69 -1.46 -1.61
P: -1.26 0.36 -1.29
H: -5.83 1.73 1.78
C: 2.94 -1.77 -1.85
N: 0.56 3.13 -0.80
C: -1.62 2.85 3.94
C: -1.58 1.46 -5.73
H: 0.41 -3.54 -0.10
H: 2.89 -0.22 1.62
N: -0.40 1.92 1.87
C: -0.91 4.78 -1.80
H: 5.91 -3.34 -2.19
H: -2.33 -0.64 1.14
H: -0.18 6.81 -1.86
C: 4.05 -2.31 -2.48
H: -2.13 2.04 4.47
C: 1.47 4.12 -0.61
H: 5.11 3.97 0.64
H: -5.35 3.00 -0.28
H: -4.60 -5.71 1.70
H: 6.39 2.17 1.79
C: 1.23 -1.89 2.01
C: -1.84 -3.80 1.27
C: -0.94 2.33 2.79
H: -1.32 2.73 -1.58
H: -0.91 3.32 4.62
C: -0.27 1.21 -3.73
H: 4.15 -2.27 -3.55
H: 0.69 1.25 -3.21
C: 4.96 -2.91 -0.33
C: -2.99 0.16 0.83
C: -3.57 1.92 -0.73
H: 3.29 4.71 -0.08

## Properties
Total charge: +4
Electronic energy (a.u.): -2747.06596
LUMO (spin up / spin down) (eV): -10.46 / -13.11
Relative energy (zero: lowest compared OMol25 entry of this formula, charge and spin) (eV): 0.000
2S+1: 5
Highest occupied orbital energy (spin up / spin down) (eV): -18.47 / -18.47
Max |F| (eV/Å): 1.04

The following is a quantum chemistry calculation of a molecular structure, C32H33Cl2FN2PtSi, from OMol25.

Element x y z (Å)
H: -2.20 -2.61 -1.37
C: -1.51 1.27 -1.48
C: 3.68 1.55 -0.88
H: -0.43 -4.15 -2.47
C: 2.32 0.10 3.89
C: -0.04 -3.64 0.85
H: -1.74 2.21 -0.99
C: -0.41 -4.54 -0.33
H: -1.63 -2.18 0.83
H: 2.88 -0.77 4.19
C: 4.90 1.41 -0.24
N: 0.90 1.61 0.84
H: -7.52 0.67 -1.92
C: 0.24 -4.02 -1.62
H: 5.32 2.20 0.37
C: 5.10 -0.83 -1.15
H: -5.43 0.83 -0.65
N: -0.35 -1.72 -0.78
H: -0.47 -4.02 1.78
H: -4.45 -1.73 0.65
Cl: 2.53 -0.92 1.43
H: 1.59 -2.46 -0.93
H: 1.04 -3.63 0.98
C: -2.46 0.82 1.61
C: -2.67 0.76 2.98
C: -0.56 -2.22 0.63
H: 3.51 -1.46 -2.43
C: -6.66 -0.47 -3.51
Cl: 0.06 3.78 2.61
C: -3.94 -1.03 1.29
H: 1.14 -4.59 -1.85
C: -4.26 -0.28 -2.06
H: 3.13 2.48 -0.77
F: 6.76 0.06 0.27
C: 5.58 0.21 -0.37
H: 1.60 1.69 -2.63
C: 1.27 1.40 2.10
H: -4.82 -1.85 3.07
H: -2.18 1.47 3.64
C: -5.50 -1.06 -4.00
H: -1.50 -4.55 -0.44
H: 0.97 2.96 5.13
C: -4.32 -0.97 -3.28
H: -0.12 -5.57 -0.14
Si: -2.65 -0.11 -1.09
H: 2.21 0.94 5.87
C: 3.89 -0.66 -1.80
C: -4.16 -1.10 2.66
H: -1.80 1.58 1.23
C: 1.26 2.21 4.42
H: 1.59 -0.06 -3.06
C: -6.62 0.21 -2.31
C: 3.14 0.52 -1.67
H: 5.68 -1.73 -1.25
C: 0.94 2.37 3.09
C: -5.44 0.30 -1.59
C: 1.95 1.07 4.82
C: -3.08 -0.08 0.74
H: -1.34 1.45 -2.54
H: -3.43 -1.43 -3.69
C: -1.64 -1.68 -1.51
C: -3.52 -0.21 3.51
H: -1.40 -1.61 -2.58
H: -0.08 -1.54 1.32
C: 1.98 0.26 2.57
Pt: 0.34 0.46 -0.66
C: 0.65 -2.55 -1.48
H: -5.52 -1.60 -4.94
C: 1.84 0.68 -2.30
H: 0.82 -2.10 -2.46
H: -7.58 -0.55 -4.07
H: -3.68 -0.27 4.58

## Properties
Electronic energy (a.u.): -2777.62791
LUMO (spin up / spin down) (eV): 0.49 / -1.54
Relative energy (zero: lowest compared OMol25 entry of this formula, charge and spin) (eV): 0.000
2S+1: 5
Highest occupied orbital energy (spin up / spin down) (eV): -6.24 / -8.15
Max |F| (eV/Å): 0.28

The following is a quantum chemistry calculation of a single C4H6N2O molecule in a non-equilibrium geometry, from OMol25.

Element x y z (Å)
H: -2.34 1.78 -0.52
H: 2.80 -0.27 -0.01
C: 2.01 0.49 0.13
N: -1.67 -1.13 0.15
N: -0.42 0.81 -0.13
C: 0.57 -1.36 0.32
H: 2.16 0.93 1.12
C: -1.60 0.14 -0.08
O: -2.69 0.90 -0.30
H: 2.11 1.24 -0.64
H: 1.11 -2.05 -0.35
C: 0.59 -0.03 0.05
H: -2.64 -1.45 0.26

## Properties
Electronic energy (a.u.): -340.65562
LUMO (eV): -0.14
Relative energy (zero: lowest compared OMol25 entry of this formula, charge and spin) (eV): 3.790
2S+1: 1
Highest occupied orbital energy (eV): -8.95
Max |F| (eV/Å): 1.17

Which value of 2S+1 does entry 2 give? 5

Number 2 is which compound? C32H33Cl2FN2PtSi